A molecular structure, C42H49Cl5N4O9P2Rb, computed with wB97M-V/def2-TZVPD.

Structure (XYZ):
```
112
C42H49Cl5N4O9P2Rb | the Open Molecules 2025 dataset | wB97M-V/def2-TZVPD
Rb -0.74 -0.30 -0.85
O 3.74 -1.69 -2.61
C 2.72 -1.04 -2.25
O 1.60 -1.58 -2.00
C 2.89 0.40 -2.20
C 4.09 0.97 -2.64
C 4.28 2.30 -2.56
C 3.23 3.16 -2.16
C 3.32 4.54 -2.33
C 2.24 5.27 -1.88
C 1.18 4.73 -1.12
C 1.03 3.34 -1.00
C 2.08 2.54 -1.60
N 1.98 1.20 -1.71
H 4.88 0.32 -3.03
H 5.13 2.81 -3.04
H 4.21 4.98 -2.88
H 2.21 6.35 -1.94
H 0.45 5.42 -0.60
H 0.27 2.84 -0.42
C 0.26 -1.47 6.34
C 0.28 -2.01 4.93
C 0.14 -3.52 4.86
O -0.83 -1.42 4.14
P -0.56 -0.14 3.15
O -0.21 -0.50 1.76
C -2.25 0.59 3.31
P -2.46 2.10 2.38
O -2.09 1.93 0.94
O -1.59 3.17 3.14
C -1.94 4.55 3.26
C -1.74 4.96 4.68
C -1.16 5.32 2.15
O -3.96 2.51 2.62
C -5.12 2.46 1.80
C -5.35 3.86 1.30
C -5.06 1.45 0.69
O 0.59 0.78 3.80
C 2.00 1.04 3.49
C 2.05 2.40 2.87
C 2.72 1.09 4.79
H 0.98 -2.04 6.87
H -0.69 -1.76 6.81
H 0.40 -0.40 6.38
H 1.26 -1.61 4.53
H -0.86 -3.85 5.06
H 0.80 -3.99 5.65
H 0.44 -3.87 3.89
H -2.43 0.78 4.37
H -3.02 -0.18 3.07
H -3.01 4.58 3.09
H -0.92 4.49 5.28
H -2.69 4.80 5.19
H -1.59 6.09 4.74
H -0.13 5.23 2.49
H -1.52 6.35 2.14
H -1.36 4.97 1.09
H -5.82 2.12 2.50
H -4.58 4.10 0.57
H -5.37 4.55 2.20
H -6.34 3.96 0.75
H -4.21 1.55 0.03
H -5.90 1.60 0.01
H -5.07 0.49 1.15
H 2.33 0.21 2.89
H 1.45 3.08 3.55
H 1.50 2.33 1.91
H 3.06 2.81 2.74
H 2.58 2.06 5.20
H 3.78 0.85 4.68
H 2.28 0.37 5.48
Cl -6.10 -1.72 -1.98
C -5.48 -0.25 -2.77
C -4.21 0.20 -2.84
C -3.62 1.15 -3.56
Cl -1.88 1.61 -3.51
C -4.57 1.96 -4.30
Cl -4.04 3.30 -5.29
C -5.97 1.73 -4.12
Cl -7.21 2.85 -4.55
C -6.43 0.57 -3.49
Cl -8.14 0.26 -3.42
C 5.54 -5.12 -6.92
C 4.78 -4.90 -5.65
C 5.43 -4.69 -4.41
C 4.76 -4.44 -3.25
C 3.36 -4.32 -3.31
N 2.57 -4.10 -2.18
C 2.76 -4.90 -1.08
O 3.75 -5.60 -0.78
N 1.72 -4.59 -0.12
C 0.40 -4.44 -0.65
C -0.11 -5.02 -1.85
C -1.41 -4.82 -2.23
C -2.22 -4.07 -1.39
N -1.76 -3.38 -0.35
C -0.47 -3.62 0.03
C 2.69 -4.54 -4.49
C 3.37 -4.76 -5.66
H 4.83 -5.47 -7.68
H 6.48 -5.64 -6.86
H 5.82 -4.14 -7.52
H 6.52 -4.78 -4.44
H 5.26 -4.42 -2.28
H 2.14 -3.15 -2.06
H 1.80 -5.21 0.69
H 0.58 -5.53 -2.57
H -1.85 -5.32 -3.16
H -3.24 -3.87 -1.65
H -0.16 -3.02 0.90
H 1.59 -4.58 -4.52
H 2.85 -4.65 -6.62
```

Computed properties:
Orbital gap, eV: 5.82
E_tot, Eh: -5534.0323
Energy relative to the best compared isomer or geometry (same formula, charge and spin), eV: 1.412
Charge: -1
Multiplicity: 1



A molecular structure, C15H5MnN4O6S2, computed with wB97M-V/def2-TZVPD.

Structure (XYZ):
```
33
C15H5MnN4O6S2 | the Open Molecules 2025 dataset | wB97M-V/def2-TZVPD
Mn -1.12 -0.41 -0.13
O -1.73 2.41 -2.88
C -1.66 1.70 -1.91
O -1.13 0.52 -1.83
C -2.19 2.14 -0.56
C -2.88 3.30 -0.25
C -3.32 3.48 1.05
C -3.07 2.50 2.01
C -2.39 1.37 1.62
N -1.96 1.22 0.37
C -2.09 0.13 2.44
O -2.38 0.06 3.61
O -1.49 -0.77 1.72
H -3.05 4.03 -1.04
H -3.86 4.37 1.32
H -3.40 2.59 3.03
S 0.97 0.46 0.45
C 2.10 -0.73 -0.07
C 3.47 -0.51 0.11
C 4.40 -1.44 -0.32
C 5.79 -1.18 -0.11
N 6.90 -0.97 0.08
C 3.97 -2.62 -0.95
C 2.62 -2.86 -1.12
C 1.66 -1.93 -0.67
S -0.01 -2.28 -0.85
C 4.91 -3.58 -1.44
N 5.65 -4.36 -1.85
H 3.80 0.40 0.59
H 2.28 -3.77 -1.60
O -4.18 -0.38 0.26
N -3.92 -1.36 -0.40
O -2.68 -1.53 -0.69
```

Computed properties:
Orbital gap (alpha / beta), eV: 6.04 / 5.93
E_tot, Eh: -3192.5375
Energy relative to the best compared isomer or geometry (same formula, charge and spin), eV: 0.000
Charge: -1
Multiplicity: 2



C4H6ClF in the gas phase, computed with wB97M-V/def2-TZVPD.

Structure (XYZ):
```
12
C4H6ClF | the Open Molecules 2025 dataset | wB97M-V/def2-TZVPD
C -0.26 1.68 0.09
C 0.17 0.51 0.91
C 0.34 -0.76 0.55
C -0.19 -1.40 -0.71
F -1.14 -2.31 -0.46
Cl 1.26 -2.25 -1.55
H 0.60 2.30 -0.02
H -0.62 1.41 -0.97
H -1.12 2.21 0.52
H 0.50 0.67 1.93
H 0.99 -1.42 1.06
H -0.52 -0.63 -1.37
```

Computed properties:
Orbital gap, eV: 10.90
E_tot, Eh: -716.0321
Energy relative to the best compared isomer or geometry (same formula, charge and spin), eV: 0.516
Charge: 0
Multiplicity: 1